# 1
ORCA calculation (ωB97M-V/def2-TZVPD) on the molecule C11H16F2N2 at a distorted geometry.

## Properties
**Structure (SMILES)**: C#CCC(F)(F)C1(CCC(C)(C)C)N=N1
**ΔE to the lowest compared entry with this formula, charge and spin**: 0.000 eV
**Electronic energy**: -20076.5218 eV
**LUMO**: 0.5 eV

```
31
C11H16F2N2 (ωB97M-V/def2-TZVPD)
C -3.805 -1.273 -1.394
C -4.060 -0.318 -0.709
C -4.450 0.694 0.206
C -3.568 1.882 0.237
F -4.153 2.911 0.998
F -3.274 2.422 -0.926
C -1.985 1.493 0.952
C -1.019 0.847 0.026
C 0.164 0.323 0.811
C 1.198 -0.602 -0.030
C 0.462 -1.816 -0.444
C 2.428 -0.885 0.867
C 1.666 0.172 -1.320
N -1.557 2.425 1.919
N -1.994 1.371 2.388
H -3.692 -1.919 -2.165
H -5.481 1.069 -0.038
H -4.317 0.147 1.130
H -1.677 0.193 -0.450
H -0.722 1.662 -0.690
H -0.203 -0.417 1.518
H 0.689 1.113 1.192
H 0.162 -2.357 0.433
H 0.874 -2.543 -1.096
H -0.463 -1.470 -0.973
H 3.011 0.019 0.955
H 2.105 -1.182 1.923
H 3.143 -1.571 0.411
H 1.364 1.188 -1.264
H 2.727 0.076 -1.332
H 1.272 -0.336 -2.173
```

# 2
ORCA calculation (ωB97M-V/def2-TZVPD) on a cluster of 2 separate species, C4H7O3P in total at a distorted geometry.

## Properties
**ΔE to the lowest compared entry with this formula, charge and spin**: 4.336 eV
**Electronic energy**: -19689.0536 eV
**LUMO (alpha / beta)**: -1.5 / -1.4 eV

```
15
C4H7O3P (ωB97M-V/def2-TZVPD)
C -2.351 1.514 0.478
C -2.171 0.298 0.501
C 1.569 -1.716 1.778
C 0.074 1.161 -2.115
O -1.994 -0.886 0.286
O 1.353 -0.652 0.877
O 0.606 0.697 -0.893
P 0.690 -0.852 -0.557
H -2.481 2.487 0.845
H 2.359 -2.379 1.419
H 0.656 -2.291 1.932
H 1.878 -1.261 2.719
H 0.703 1.983 -2.457
H -0.940 1.522 -1.941
H 0.049 0.375 -2.872
```